C32H50InN4O6P2 | ωB97M-V/def2-TZVPD

Geometry as XYZ:
```
95
Properties=species:S:1:pos:R:3
In 0.755 1.087 -0.762
C 2.718 3.583 -1.116
C 2.014 3.659 -2.478
C 0.520 3.808 -2.373
C -0.116 4.949 -2.829
C -1.495 5.056 -2.737
C -2.219 4.010 -2.186
C -1.537 2.900 -1.745
N -0.193 2.795 -1.827
N 2.852 2.172 -0.646
C 3.880 1.460 -1.436
C 3.458 0.081 -1.893
C 4.401 -0.838 -2.317
C 3.979 -2.048 -2.840
C 2.616 -2.317 -2.917
C 1.734 -1.367 -2.459
N 2.149 -0.186 -1.958
C 3.160 2.120 0.803
C 1.982 2.585 1.629
C 2.149 3.223 2.843
C 1.026 3.587 3.571
C -0.235 3.310 3.062
C -0.326 2.680 1.841
N 0.762 2.327 1.137
H 3.708 4.042 -1.167
H 2.148 4.138 -0.371
H 2.411 4.496 -3.048
H 2.232 2.761 -3.065
H 0.469 5.747 -3.266
H -1.997 5.945 -3.097
H -3.297 4.053 -2.110
H -2.057 2.052 -1.323
H 4.093 2.037 -2.334
H 4.818 1.401 -0.885
H 5.456 -0.599 -2.254
H 4.704 -2.774 -3.187
H 2.251 -3.248 -3.330
H 0.663 -1.515 -2.492
H 3.382 1.081 1.065
H 4.042 2.720 1.037
H 3.144 3.438 3.211
H 1.136 4.092 4.523
H -1.131 3.591 3.598
H -1.287 2.449 1.397
C -4.644 1.326 -0.322
C -4.209 0.357 0.753
C -5.072 -0.880 0.864
O -2.764 0.005 0.571
P -2.026 -0.864 -0.485
O -1.016 -0.043 -1.254
C -1.176 -2.131 0.470
P 0.273 -1.585 1.401
O 1.000 -0.469 0.692
O 1.069 -2.917 1.460
C 2.381 -3.177 2.102
C 2.513 -4.679 2.155
C 3.487 -2.502 1.319
O -0.099 -1.054 2.810
C -0.855 -1.651 3.952
C -2.338 -1.410 3.778
C -0.502 -3.105 4.162
O -3.096 -1.522 -1.368
C -3.089 -2.285 -2.643
C -2.124 -3.447 -2.578
C -2.831 -1.328 -3.783
H -5.703 1.550 -0.190
H -4.515 0.894 -1.316
H -4.095 2.268 -0.257
H -4.177 0.861 1.715
H -5.287 -1.320 -0.110
H -6.018 -0.591 1.323
H -4.611 -1.631 1.507
H -0.812 -2.896 -0.220
H -1.896 -2.600 1.143
H 2.326 -2.767 3.109
H 2.517 -5.095 1.146
H 1.695 -5.128 2.718
H 3.451 -4.943 2.644
H 4.445 -2.777 1.760
H 3.392 -1.416 1.345
H 3.474 -2.840 0.279
H -0.490 -1.058 4.784
H -2.787 -2.131 3.091
H -2.533 -0.398 3.424
H -2.831 -1.536 4.742
H -0.773 -3.717 3.298
H -1.066 -3.473 5.020
H 0.557 -3.241 4.383
H -4.105 -2.664 -2.689
H -1.084 -3.106 -2.581
H -2.271 -4.067 -3.462
H -2.307 -4.076 -1.705
H -1.826 -0.904 -3.714
H -3.558 -0.516 -3.788
H -2.918 -1.864 -4.728
```

Its multiplicity is 1. As for the orbital gap: 10.23 eV. As for the HOMO energy: -17.6126 eV. The charge is +3. The value obtained for the LUMO energy is -7.3862 eV. The strongest force on any atom is 0.317 eV/A.

---

C3H7NOPS | ωB97M-V/def2-TZVPD

Geometry as XYZ:
```
14
Properties=species:S:1:pos:R:3
C 0.812 -0.541 -0.422
C -0.203 -1.183 0.486
C 1.357 0.861 -0.062
N -2.145 0.434 -0.110
O -3.229 1.025 -0.313
P -2.014 -1.191 0.022
S 0.209 2.304 0.060
H 1.819 -1.220 -0.379
H 0.497 -0.433 -1.448
H 0.010 -2.363 0.472
H -0.063 -0.841 1.520
H 1.689 0.513 0.933
H 2.163 1.242 -0.708
H -0.901 1.393 -0.052
```

Its multiplicity is 1. As for the orbital gap: 6.92 eV. The calculation puts the relative energy (zero: lowest compared OMol25 entry of this formula, charge and spin) at 3.7846 eV. As for the HOMO energy: -3.1149 eV. As for the SMILES: [O-]/N=P/CCCS. The charge is -1. The value obtained for the LUMO energy is 3.8046 eV. The strongest force on any atom is 3.033 eV/A.

---

E_tot readings, ordered: -2792.1499; -987.9746 Ha